Entry 1:
Molecular formula: C2H79O40
Method: DFT, ωB97M-V/def2-TZVPD

Cartesian coordinates (Å):
C 0.590 -0.585 0.324
C 0.146 0.502 -0.680
O 0.325 0.350 -1.925
O -0.549 1.428 -0.210
H 0.231 -1.521 -0.103
H 0.368 -0.309 1.355
H 1.676 -0.674 0.325
O -1.231 -4.331 1.969
H -1.682 -4.611 1.173
H -1.094 -5.139 2.464
O 5.075 -2.178 3.511
H 4.971 -2.603 4.362
H 4.361 -2.529 2.978
O -1.258 -2.959 -2.920
H -1.778 -2.236 -2.572
H -0.368 -2.610 -2.977
O -4.676 3.536 2.966
H -4.839 2.601 3.096
H -4.392 3.605 2.055
O 4.473 2.680 -2.587
H 4.932 2.107 -3.200
H 5.112 2.851 -1.895
O 2.627 0.433 -5.543
H 3.285 0.542 -4.857
H 2.454 1.322 -5.853
O -5.816 1.148 -2.306
H -4.875 1.158 -2.477
H -6.024 2.047 -2.052
O 5.497 0.629 -0.137
H 5.459 1.585 -0.111
H 4.988 0.390 -0.912
O 2.218 3.864 -1.537
H 1.513 3.886 -2.184
H 2.903 3.334 -1.947
O -4.981 -2.384 1.991
H -5.182 -3.243 1.618
H -4.033 -2.295 1.891
O -2.840 1.318 -1.888
H -1.956 1.293 -1.521
H -3.075 0.399 -2.012
O -3.857 3.145 0.003
H -4.564 3.459 -0.560
H -3.495 2.392 -0.464
O -3.363 -4.920 -2.688
H -2.954 -5.478 -2.026
H -2.672 -4.311 -2.948
O -1.701 -4.322 5.029
H -1.396 -3.630 4.442
H -2.403 -3.915 5.536
O 0.477 4.353 3.645
H 1.201 4.879 3.306
H 0.543 3.522 3.175
O -2.240 -1.335 -5.879
H -1.489 -1.193 -5.302
H -2.924 -0.765 -5.528
O -1.373 -6.212 0.314
H -0.493 -5.852 0.422
H -1.371 -6.591 -0.565
O -1.414 3.002 -5.520
H -2.098 2.523 -5.053
H -0.740 3.162 -4.860
O 1.179 -5.478 -0.803
H 1.279 -5.478 -1.755
H 1.914 -4.956 -0.483
O -0.424 -1.773 5.979
H -0.328 -1.128 5.279
H -1.227 -1.517 6.433
O 3.460 3.671 3.866
H 4.335 3.589 4.246
H 3.082 2.794 3.942
O 3.609 -4.700 0.419
H 3.979 -5.264 1.098
H 3.810 -3.811 0.709
O -3.827 0.764 2.939
H -3.070 1.291 2.684
H -3.466 -0.104 3.119
O 2.442 2.262 1.138
H 3.116 2.940 1.101
H 2.201 2.113 0.224
O -0.543 0.365 4.183
H -0.925 0.838 3.443
H 0.353 0.695 4.242
O -3.114 5.796 0.964
H -2.199 5.976 0.750
H -3.368 5.095 0.364
O 3.077 -0.671 -1.869
H 3.437 -1.143 -2.620
H 2.169 -0.492 -2.110
O 0.163 4.410 0.225
H 1.088 4.428 -0.018
H -0.119 3.516 0.028
O -1.423 1.958 2.401
H -1.460 1.626 1.504
H -1.076 2.846 2.314
O -3.459 -1.053 -2.907
H -3.901 -0.909 -3.743
H -4.052 -1.622 -2.416
O 1.816 -4.796 3.413
H 1.385 -5.592 3.103
H 1.293 -4.082 3.048
O -2.359 -1.852 2.739
H -2.073 -2.733 2.496
H -1.550 -1.388 2.955
O 3.949 -2.068 -3.861
H 3.768 -2.886 -4.324
H 4.757 -1.742 -4.258
O 4.021 -1.887 0.312
H 4.575 -1.278 0.800
H 3.802 -1.419 -0.494
O -0.235 3.283 -3.085
H -0.994 3.603 -2.597
H -0.060 2.417 -2.717
O 0.436 -0.859 -4.489
H 1.161 -0.389 -4.901
H 0.498 -0.631 -3.562
O 2.464 1.098 3.934
H 3.218 0.577 4.213
H 2.424 0.974 2.986
O -0.995 7.026 -0.733
H -1.730 6.837 -1.317
H -0.510 6.202 -0.685

Summary:
Energy above the lowest of the compared OMol25 structures with the same formula, charge and spin, kJ/mol: 428.2
Total energy, eV: -85263.786
Strongest force on any atom, Eh/bohr: 0.0318
Charge: -1
Highest occupied orbital energy, eV: -7.64



Entry 2:
Molecular formula: C35H27F5N4PW
Method: DFT, ωB97M-V/def2-TZVPD

Cartesian coordinates (Å):
W 0.084 1.462 0.326
F 5.186 0.175 -1.156
C 4.263 1.141 -1.043
C 3.028 0.826 -0.511
C 2.058 1.822 -0.387
C 2.363 3.136 -0.803
C 3.625 3.385 -1.340
F 3.961 4.619 -1.759
C 4.591 2.411 -1.474
C 1.325 4.150 -0.586
C 1.447 5.513 -0.856
C 0.419 6.375 -0.535
C -0.723 5.877 0.077
C -0.792 4.524 0.312
N 0.182 3.666 -0.036
H 2.846 -0.193 -0.204
H 5.559 2.642 -1.892
H 2.352 5.888 -1.301
H 0.517 7.432 -0.743
H -1.538 6.517 0.379
H -1.646 4.096 0.816
N -2.315 0.564 2.532
C -2.916 1.155 1.484
C -4.329 1.233 1.436
C -4.937 1.784 0.347
C -4.158 2.261 -0.722
C -2.803 2.177 -0.606
N -2.166 1.661 0.481
H -2.872 0.200 3.284
H -1.320 0.448 2.596
H -4.902 0.846 2.266
H -6.016 1.846 0.307
H -4.602 2.684 -1.610
H -2.152 2.528 -1.398
N 0.038 -0.359 0.066
P 0.068 -1.951 -0.125
C 1.541 -2.432 -1.021
C 2.586 -3.099 -0.388
C 3.767 -3.337 -1.076
C 3.904 -2.909 -2.387
C 2.859 -2.249 -3.024
C 1.679 -2.009 -2.345
C -1.362 -2.500 -1.061
C -2.544 -1.766 -0.999
C -3.667 -2.205 -1.680
C -3.615 -3.376 -2.422
C -2.438 -4.108 -2.491
C -1.310 -3.671 -1.814
C 0.072 -2.783 1.463
C 0.629 -2.135 2.562
C 0.677 -2.777 3.791
C 0.172 -4.062 3.922
C -0.381 -4.712 2.825
C -0.433 -4.075 1.596
H 2.485 -3.426 0.639
H 4.581 -3.852 -0.584
H 4.829 -3.088 -2.917
H 2.971 -1.916 -4.047
H 0.869 -1.483 -2.836
H -2.575 -0.848 -0.428
H -4.583 -1.630 -1.635
H -4.493 -3.717 -2.955
H -2.395 -5.015 -3.079
H -0.388 -4.235 -1.888
H 1.037 -1.137 2.459
H 1.113 -2.272 4.642
H 0.209 -4.562 4.881
H -0.775 -5.713 2.929
H -0.879 -4.584 0.751
F -0.543 2.936 2.865
C 0.480 2.174 2.356
F 0.597 1.121 3.241
F 1.597 2.906 2.533

Summary:
Multiplicity: 3
Energy above the lowest of the compared OMol25 structures with the same formula, charge and spin, kJ/mol: 0.0
Total energy, eV: -67391.920
Strongest force on any atom, Eh/bohr: 0.0171
Charge: +1
Highest occupied orbital energy (spin up / spin down), eV: -10.07 / -11.01